# C24H19F3N3O2Pb

A structure of composition C24H19F3N3O2Pb in a non-equilibrium geometry (ωB97M-V/def2-TZVPD, the Open Molecules 2025 dataset).

The calculation puts the total energy at -1732.9754 a.u. The LUMO energy is -3.94 eV. The value obtained for the HOMO energy is -11.333 eV.

Geometry as ORCA input:
```
! wB97M-V def2-TZVPD RIJCOSX def2/J DEFGRID3
* xyz 1 1
Pb -0.355 -0.026 -0.387
C 3.293 1.472 -3.071
O 3.073 2.392 -1.992
C 1.958 2.018 -1.387
N 1.334 1.011 -1.869
C 2.060 0.535 -3.043
C 2.278 -0.958 -2.906
C 1.135 -1.733 -2.718
C 1.233 -3.099 -2.525
C 2.476 -3.710 -2.547
C 3.610 -2.951 -2.766
C 3.517 -1.578 -2.935
C 1.469 2.713 -0.199
C 1.993 3.919 0.256
C 1.440 4.497 1.391
C 0.397 3.849 2.039
C -0.062 2.644 1.513
N 0.464 2.096 0.419
C -1.161 1.884 2.095
N -1.632 0.850 1.507
C -2.745 0.337 2.295
C -2.703 1.246 3.553
O -1.705 2.233 3.248
C -2.613 -1.165 2.458
C -2.704 -1.830 3.670
C -2.580 -3.212 3.719
C -2.337 -3.943 2.570
C -2.259 -3.287 1.354
C -2.415 -1.915 1.299
H 4.239 0.960 -2.880
H 3.371 2.043 -3.997
H 1.426 0.705 -3.924
H 0.161 -1.262 -2.782
H 0.341 -3.684 -2.362
H 2.558 -4.776 -2.401
H 4.579 -3.423 -2.796
H 4.422 -1.018 -3.109
H 2.804 4.379 -0.286
H 1.814 5.440 1.757
H -0.063 4.247 2.929
H -3.662 0.526 1.715
H -2.382 0.736 4.466
H -3.647 1.762 3.732
H -2.899 -1.293 4.584
H -2.673 -3.721 4.665
H -2.240 -5.017 2.614
H -2.092 -3.848 0.447
H -2.444 -1.422 0.334
F -1.983 0.953 -3.062
C -2.208 0.947 -1.726
F -3.363 0.253 -1.555
F -2.521 2.228 -1.403
*
```